Record 1
124
Properties=species:S:1:pos:R:3:forces:R:3:mulliken_charge:R:1 method="wB97M-V/def2-TZVPD" max_force_ev_per_a=4.29 e_tot_ev=-107758.6753 gap_ev=11.01 smiles="CCOC(=O)C(F)(F)F.CCOC(=O)C(F)(F)F.COC(=O)OC.COC(=O)OC.COC(=O)OC.COC(=O)OC.COC(=O)OC.COC(=O)OC.COC(=O)OC.COC(=O)OC" total_charge=0 multiplicity=1
C -3.6632 0.2216 -2.7200 0.30 -0.12 0.69 -0.072
C -4.4959 -0.7851 -3.4154 1.30 -1.77 1.04 -0.771
O -3.5993 -1.9857 -3.5431 -0.33 -0.01 -1.61 -0.319
C -2.9039 -2.0564 -4.6865 0.97 1.91 -0.63 0.496
O -2.7546 -1.1761 -5.5285 -0.75 -1.55 1.52 -0.592
C -2.0674 -3.3696 -4.8254 -1.46 0.15 0.16 0.883
F -2.0329 -3.7634 -6.0906 0.02 0.07 -0.38 -0.261
F -0.8298 -3.2200 -4.4055 0.52 0.22 0.35 -0.225
F -2.6685 -4.3296 -4.1193 0.18 -0.44 0.27 -0.272
H -3.3999 -0.1985 -1.7374 0.11 0.19 -0.38 -0.049
H -4.2314 1.1106 -2.5377 -0.19 0.77 0.00 0.554
H -2.7574 0.4193 -3.2781 0.11 0.29 -0.09 -0.192
H -4.9051 -0.5478 -4.3579 -0.19 0.40 -1.12 0.422
H -5.2556 -1.1624 -2.7553 -0.50 -0.11 0.11 0.360
C 1.0966 5.9717 -3.5686 -0.51 0.73 0.19 -1.309
C 1.0016 4.7286 -2.7536 0.20 -1.56 0.89 -0.124
O 0.1047 3.7524 -3.4036 0.19 0.54 -0.16 0.120
C 0.6773 3.0882 -4.3994 0.15 0.10 1.63 0.054
O 1.8199 3.2135 -4.7130 0.32 -0.37 -1.06 -0.548
C -0.2907 1.9964 -4.8625 0.56 1.33 0.08 0.862
F -0.1348 1.8164 -6.1622 -0.01 -0.97 -0.09 -0.254
F -0.0487 0.9055 -4.1174 -0.29 -0.16 -0.78 -0.084
F -1.5320 2.4193 -4.6449 -0.66 -0.58 -0.05 -0.261
H 0.1543 6.5274 -3.5315 0.14 -0.04 -0.29 0.286
H 1.3774 5.6945 -4.5824 -0.17 0.14 -0.09 0.335
H 1.8837 6.6300 -3.2001 -0.01 -0.08 0.17 0.386
H 0.5477 4.7253 -1.7332 0.63 0.76 -0.81 0.116
H 2.0076 4.2696 -2.7466 -0.55 0.05 0.37 0.468
C 3.0548 -1.4780 2.4912 0.72 1.21 1.16 -0.932
O 3.3689 -0.0834 2.1904 1.60 -1.38 -0.31 0.085
C 4.2077 0.0717 1.1446 -0.97 0.34 -0.07 0.695
O 4.6151 1.1640 0.8729 0.38 0.26 -0.21 -0.638
O 4.4300 -1.0432 0.4057 -0.52 0.77 1.49 -0.281
C 4.9067 -0.8137 -0.8967 0.00 0.47 -1.02 -0.733
H 2.4268 -1.7518 1.7106 -1.03 -1.20 -1.14 0.155
H 2.5239 -1.4354 3.4263 -0.37 0.01 0.31 0.329
H 3.9289 -2.1104 2.6412 0.02 0.31 -0.40 0.548
H 5.9842 -0.8471 -0.9549 0.38 -0.43 0.15 0.377
H 4.6597 0.1751 -1.3140 -0.38 -0.30 0.47 0.319
H 4.4286 -1.5955 -1.4733 0.28 -0.11 -0.39 0.132
C -4.1222 0.8895 0.5831 0.26 0.23 -0.81 -0.317
O -3.8567 1.4738 1.8307 -0.15 0.97 1.91 -0.027
C -4.2787 0.8307 2.9217 0.08 0.93 -0.35 0.720
O -4.7258 -0.2734 2.9097 -0.44 -1.17 0.48 -0.627
O -4.1642 1.6306 3.9988 0.89 0.36 -1.57 -0.301
C -4.6694 1.1730 5.2103 -0.74 -1.04 0.86 -0.778
H -5.0254 0.2751 0.5904 0.26 -0.01 0.01 0.483
H -3.2201 0.3596 0.3082 -0.04 -0.64 -0.19 -0.151
H -4.1884 1.7419 -0.0950 -0.28 -0.28 0.05 0.225
H -4.6502 1.9918 5.8983 0.29 0.56 0.30 0.275
H -4.1332 0.3220 5.6499 0.12 0.18 -0.36 0.283
H -5.7094 0.8878 5.1081 -0.26 -0.23 -0.13 0.328
C -3.0317 4.9518 -2.7714 -0.76 0.43 -0.48 -0.434
O -2.1287 5.1741 -1.6577 -0.87 0.80 -1.93 -0.330
C -2.2219 4.4180 -0.6181 -0.89 -2.13 2.74 0.843
O -3.0831 3.5925 -0.2847 1.31 1.66 -1.50 -0.622
O -1.1634 4.6949 0.1566 -0.13 -0.33 0.42 -0.383
C -1.1137 3.9541 1.4020 -0.36 -0.04 0.26 -0.345
H -2.6401 4.1104 -3.3486 -0.04 0.29 -0.03 0.034
H -3.0551 5.9007 -3.3766 0.34 -1.04 0.69 0.237
H -4.0926 4.7237 -2.5005 1.04 0.18 0.37 0.330
H -0.3540 4.4472 2.0062 -0.12 0.02 -0.07 0.285
H -0.8276 2.9182 1.2224 0.03 0.11 -0.14 -0.135
H -2.0933 3.9300 1.9194 0.54 0.25 -0.39 0.301
C -0.2185 4.9722 6.2222 0.08 -0.74 -0.46 -0.618
O 1.0490 4.5072 5.7358 0.24 0.64 0.18 -0.391
C 1.0272 3.3531 5.0329 0.35 2.06 1.56 0.826
O 0.0130 2.7684 4.8721 -1.31 -1.90 -1.14 -0.523
O 2.2626 3.0996 4.6963 0.90 -0.24 -0.02 -0.350
C 2.5633 1.9930 3.8589 -0.20 0.21 -2.29 -0.425
H -0.0630 5.8389 6.8296 0.45 0.34 0.36 0.235
H -0.7198 4.1906 6.7707 -0.06 -0.23 0.37 0.278
H -0.8767 5.2401 5.4147 -0.17 0.12 -0.56 0.245
H 2.1305 1.0546 4.1791 -0.44 0.05 0.12 0.247
H 3.6361 1.8477 3.7848 0.07 0.37 0.49 0.256
H 2.2710 2.2544 2.7883 0.01 -0.56 1.38 0.205
C 2.9145 -0.9820 -4.4567 0.34 0.18 -0.74 -0.764
O 2.1333 -2.1273 -4.1217 0.02 -0.59 -0.07 -0.090
C 2.8903 -3.2041 -3.8480 -3.54 0.07 0.87 0.765
O 4.0486 -3.2718 -3.8234 4.25 0.32 -0.46 -0.535
O 2.1274 -4.2370 -3.4792 -0.71 1.45 -0.60 -0.184
C 2.8443 -5.4438 -3.3641 -0.03 -0.11 -0.07 -0.821
H 3.8985 -1.3197 -4.8081 -0.40 0.37 -0.19 0.404
H 3.0655 -0.3794 -3.5899 0.10 0.38 0.85 0.208
H 2.3721 -0.3608 -5.1809 0.13 -0.54 0.03 0.199
H 3.5938 -5.4200 -2.5833 0.07 0.10 0.23 0.300
H 3.3276 -5.6965 -4.3060 -0.10 -0.16 -0.01 0.312
H 2.0161 -6.0619 -3.1195 -0.11 -1.41 0.19 0.260
C 1.9772 -5.8283 1.4721 -0.74 0.24 -1.19 -0.402
O 2.9542 -4.9248 1.9654 0.37 0.08 1.15 -0.243
C 2.8817 -4.7726 3.2886 0.69 -0.01 -0.09 0.898
O 2.0033 -5.1684 4.0040 -0.17 -0.05 -0.08 -0.588
O 4.0047 -4.1502 3.6924 -0.33 0.04 0.03 -0.276
C 4.2585 -4.2514 5.0913 1.03 -0.26 0.21 -0.862
H 1.9094 -6.7800 2.0404 0.49 0.53 -0.56 0.368
H 2.2937 -5.8789 0.4064 -0.56 -0.70 0.73 0.087
H 0.9954 -5.3479 1.5283 0.09 -0.22 -0.12 0.167
H 4.5881 -3.3006 5.5102 0.12 0.06 -0.42 0.262
H 5.0498 -5.0152 5.2102 -0.34 0.44 0.13 0.255
H 3.3828 -4.5471 5.6222 -0.63 -0.31 0.27 0.408
C 0.3761 -3.1026 -1.2718 1.01 0.87 1.34 -0.530
O -0.6284 -2.5245 -0.3642 0.25 -0.30 -0.22 0.014
C -1.1690 -3.2897 0.6024 0.54 1.72 -0.69 0.409
O -1.0103 -4.4479 0.7511 0.28 -2.34 0.10 -0.632
O -1.8821 -2.5092 1.3948 -0.01 1.53 -0.50 -0.032
C -2.6625 -3.1013 2.4103 2.82 -0.95 0.97 -0.823
H 0.6325 -2.2562 -1.9290 -0.23 -0.52 0.19 -0.088
H -0.0020 -3.9384 -1.8391 -0.20 -0.19 0.05 0.527
H 1.3370 -3.3693 -0.7046 -1.52 0.20 -0.61 0.146
H -3.1987 -2.3489 2.8947 -0.71 1.30 0.70 0.186
H -1.9921 -3.6593 3.1164 -0.65 0.50 -0.47 0.252
H -3.3010 -3.7662 1.9632 -1.76 -1.80 -0.89 0.423
C -1.0136 0.1844 2.8765 -0.27 1.35 -1.11 0.085
O 0.1535 -0.2025 2.1502 0.74 -0.11 0.53 -0.190
C 0.3602 0.0532 0.8746 -1.31 -0.48 0.71 -0.662
O 1.3214 -0.3667 0.3057 0.62 0.19 -0.55 -0.282
O -0.6537 0.7466 0.3133 1.07 0.11 -0.56 1.459
C -0.2252 1.1969 -0.9870 0.14 -0.44 -0.88 -0.715
H -1.7381 -0.5692 2.6748 -0.80 -0.42 0.00 -0.348
H -1.4056 1.1824 2.5311 0.51 -1.00 0.59 -0.062
H -0.7351 0.1850 3.9128 0.12 0.21 0.37 0.325
H 0.2927 0.3622 -1.5539 -1.26 0.89 0.48 -0.045
H 0.5473 1.9489 -0.8891 0.20 0.35 0.29 0.470
H -1.0945 1.6755 -1.4566 0.21 -0.56 -0.04 0.043

Record 2
23
Properties=species:S:1:pos:R:3:forces:R:3:nbo_charge:R:1 method="wB97M-V/def2-TZVPD" max_force_ev_per_a=1.47 e_tot_ev=-11012.6521 gap_ev=10.16 smiles=CCNC[C@@H](C)O.O total_charge=0 de_lowest_ev=1.294 multiplicity=1
C 1.7971 -1.0301 -0.6944 0.81 -0.07 -0.10 -0.229
N 0.3485 -0.8688 -0.7712 0.30 -0.86 0.06 -0.637
C -0.3080 -0.9521 0.5286 -0.87 1.04 -0.57 -0.242
C -1.4749 0.0485 0.5711 0.37 0.28 0.33 0.091
C -2.2656 0.0383 1.8906 0.31 0.19 -1.04 -0.645
O -0.9477 1.3714 0.3461 -0.20 -0.50 0.44 -0.724
C 2.5051 0.3134 -0.4870 0.21 0.39 0.56 -0.639
H 2.1573 -1.7384 0.0670 -0.46 0.06 0.26 0.169
H 2.1727 -1.5117 -1.5975 -0.27 0.30 -0.35 0.198
H -0.0144 -1.5399 -1.4319 -0.24 -0.07 0.08 0.367
H 0.4288 -0.5704 1.2294 0.04 -0.30 0.58 0.181
H -0.7082 -1.9245 0.8355 0.45 -0.21 -0.05 0.189
H -2.1443 -0.1340 -0.2750 0.00 -0.01 0.04 0.173
H -1.6029 -0.2341 2.7133 -0.28 0.00 0.17 0.203
H -3.1462 -0.5944 1.8096 0.11 -0.28 0.30 0.216
H -2.6083 1.0652 1.9735 -0.13 0.03 0.46 0.235
H -0.1735 1.4639 0.9150 -0.04 0.14 -0.10 0.462
H 3.3921 0.4354 -1.1138 -0.21 0.00 -0.08 0.218
H 1.8089 1.1364 -0.6467 0.00 -0.02 -0.46 0.220
H 2.8553 0.4846 0.5390 -0.03 -0.36 -0.02 0.201
H -1.1158 1.2351 -1.5818 0.22 0.46 -0.03 0.483
H -0.0203 1.6517 -2.5154 0.02 0.03 -0.07 0.459
O -0.9359 1.8545 -2.3040 -0.08 -0.22 -0.40 -0.948

- Which value of multiplicity does entry 2 give?
  1